Record 1
16
Properties=species:S:1:pos:R:3:forces:R:3 method="wB97M-V/def2-TZVPD" lumo_ev=-19.623 de_lowest_kcal_mol=164.7 charge=+3 total_energy_ev=-16957.8192
Al 0.201 -0.449 0.219 -0.4 1.0 -0.3
O -1.188 -1.815 2.431 0.6 0.4 -2.2
H -1.845 -1.276 2.871 -0.7 0.8 0.3
H -0.764 -2.301 3.139 0.9 -0.6 0.7
O 1.919 0.589 -1.952 -0.4 -1.0 1.6
H 1.822 0.364 -2.877 -0.2 -0.5 -0.9
H 2.161 1.515 -1.954 0.2 0.9 0.2
O 3.019 -0.975 0.799 -2.1 -0.6 -0.2
H 3.629 -1.034 0.063 0.4 0.0 -1.0
H 3.549 -0.643 1.524 0.2 0.7 1.0
O -0.909 1.954 -1.179 0.6 -1.0 1.5
H -1.780 1.887 -1.571 -0.9 -0.3 -0.3
H -0.391 2.433 -1.826 0.6 0.4 -0.5
O -2.756 -0.133 0.151 1.6 -0.3 0.3
H -3.271 0.654 0.328 -0.1 0.8 0.2
H -3.395 -0.771 -0.166 -0.3 -0.8 -0.4

Record 2
91
Properties=species:S:1:pos:R:3:forces:R:3 method="wB97M-V/def2-TZVPD" lumo_ev="-15.990 / -17.709" s_squared=3.787 de_lowest_kcal_mol=15.1 multiplicity=4 charge=+4 total_energy_ev=-61963.9763
Re 0.012 -0.071 -0.196 -0.7 -0.3 -1.1
C 1.681 -0.391 -1.203 8.5 -0.9 -3.4
O 2.733 -0.552 -1.717 -5.9 0.9 2.6
C -1.943 0.090 -0.130 -8.4 1.3 1.7
O -3.109 0.220 -0.003 6.1 -0.7 -1.0
P -0.158 2.069 -1.415 -0.6 2.7 -2.0
C -0.608 1.946 -3.241 -0.2 -0.7 -0.4
H -0.639 2.981 -3.612 0.1 -0.2 0.6
C -1.547 3.240 -0.908 -0.7 -0.2 0.6
H -2.434 2.590 -1.017 0.2 0.1 0.0
C 1.446 3.043 -1.583 1.0 -0.4 0.5
H 2.104 2.288 -2.049 -0.2 0.2 0.1
C 1.129 -3.508 0.665 1.1 -0.3 1.2
P -0.282 -2.429 0.026 0.2 -2.5 -1.1
H -1.017 -4.094 -1.613 0.2 0.3 0.2
H 1.951 -3.236 -0.019 -0.3 0.1 -0.1
C -1.781 -3.349 0.735 -1.9 -0.9 1.1
H -1.478 -4.400 0.624 0.4 0.4 -0.2
C -1.471 3.650 0.555 0.0 0.1 0.2
H -2.346 4.267 0.800 0.2 -0.1 0.0
H -0.577 4.243 0.787 -0.2 -0.1 -0.1
H -1.499 2.777 1.213 0.0 0.0 0.0
C -1.768 4.472 -1.798 0.2 0.0 -0.3
H -0.959 5.207 -1.700 -0.4 -0.2 0.0
H -2.695 4.959 -1.458 0.2 -0.2 0.0
H -1.908 4.231 -2.859 0.0 0.2 0.4
C 1.395 4.265 -2.501 -0.3 0.1 -0.4
H 0.948 4.065 -3.482 0.2 0.2 0.3
H 2.434 4.575 -2.683 -0.2 -0.1 0.1
H 0.879 5.111 -2.036 0.3 -0.2 -0.1
C 2.078 3.424 -0.246 0.2 -0.1 0.1
H 3.059 3.883 -0.433 -0.3 -0.1 0.1
H 2.251 2.532 0.371 0.0 0.2 0.0
H 1.479 4.150 0.317 0.2 -0.2 -0.2
C 0.482 1.220 -4.021 0.4 0.0 0.2
H 1.460 1.709 -3.941 -0.3 0.0 -0.2
H 0.210 1.171 -5.085 0.1 0.0 0.3
H 0.616 0.196 -3.655 0.0 0.2 -0.1
C -2.004 1.351 -3.467 -0.1 -0.1 0.1
H -2.079 0.326 -3.078 -0.1 0.2 -0.2
H -2.211 1.312 -4.548 0.0 0.0 0.4
H -2.795 1.951 -2.996 0.2 -0.2 -0.3
C 0.868 -5.017 0.563 -0.6 0.0 -0.1
H 0.417 -5.335 -0.382 0.1 0.0 0.2
H 0.241 -5.377 1.389 0.2 0.1 -0.2
H 1.838 -5.530 0.648 -0.1 0.2 0.0
C 1.594 -3.169 2.079 0.2 0.2 0.2
H 0.899 -3.516 2.856 0.2 0.0 -0.2
C -1.242 -2.205 -2.595 -0.2 -0.2 0.3
H 1.762 -2.093 2.206 0.0 -0.4 0.0
H 2.563 -3.660 2.267 -0.3 0.0 -0.1
C 0.919 -3.504 -2.362 0.3 0.2 0.2
H -0.743 -1.221 -2.639 0.1 0.0 -0.1
H -1.290 -2.610 -3.614 -0.1 0.3 0.3
H -2.272 -2.029 -2.262 0.2 -0.1 0.0
C -0.434 -3.165 -1.726 -0.5 0.2 -0.4
H 0.770 -3.777 -3.415 -0.1 0.0 0.2
H 1.408 -4.346 -1.865 -0.1 0.2 -0.2
H 1.613 -2.654 -2.339 -0.1 -0.2 -0.2
C -3.084 -3.165 -0.041 0.4 0.4 -0.6
H -3.391 -2.113 -0.071 -0.2 -0.4 0.0
H -3.871 -3.726 0.483 0.2 0.1 -0.1
H -3.028 -3.556 -1.062 -0.2 0.1 0.3
C -2.042 -3.100 2.221 0.5 0.5 0.1
H -2.333 -2.058 2.406 -0.1 -0.3 0.0
H -1.195 -3.360 2.865 -0.2 0.0 -0.1
H -2.889 -3.729 2.532 0.2 0.0 -0.2
H -0.098 -1.580 -4.679 -0.1 0.5 -0.5
H -0.393 -0.896 -4.769 0.2 -0.7 -0.4
C -0.466 2.639 3.615 -0.4 0.2 -0.2
C 0.734 2.149 2.802 -0.3 1.1 -0.8
P 0.672 0.502 1.905 1.9 1.0 4.6
C 2.547 0.189 2.018 0.5 -0.1 -1.3
C 3.178 -0.160 3.370 -0.2 -0.2 0.5
C -0.197 -0.471 3.222 -0.8 -1.1 -0.9
C 0.203 -0.333 4.689 0.5 0.4 0.3
H -0.966 3.472 3.107 0.1 -0.3 0.2
H -0.111 3.031 4.577 -0.1 -0.2 -0.2
H -1.211 1.861 3.815 0.1 0.3 0.1
H 1.000 2.897 2.043 0.0 -0.2 0.3
H 1.612 2.061 3.460 -0.1 -0.5 -0.4
H 2.817 -0.562 1.258 0.1 0.1 0.3
H 2.988 1.137 1.666 -0.3 -0.2 0.0
H 2.888 -1.151 3.736 0.1 0.3 -0.1
H 4.271 -0.172 3.246 -0.3 0.0 -0.2
H 2.963 0.582 4.149 0.0 -0.2 -0.2
H -1.252 -0.186 3.094 0.1 0.0 0.1
H -0.131 -1.526 2.927 -0.1 0.4 0.1
H 0.125 0.703 5.035 0.1 -0.4 0.1
H -0.499 -0.946 5.271 0.1 0.2 -0.2
H 1.210 -0.707 4.900 -0.4 0.1 -0.1

Record 3
84
Properties=species:S:1:pos:R:3:forces:R:3 method="wB97M-V/def2-TZVPD" lumo_ev="-4.885 / -8.219" s_squared=6.054 multiplicity=5 charge=+2 total_energy_ev=-95847.9863
P 1.481 1.294 -2.365 -0.1 -1.7 1.6
C 3.164 1.346 -2.054 1.3 -0.1 0.1
C 3.792 0.757 -3.185 0.4 0.4 0.4
H 3.186 0.110 -3.830 0.5 0.3 0.0
C 5.112 1.077 -3.456 0.1 -0.2 0.2
H 5.569 0.667 -4.359 0.1 0.2 0.4
C 5.816 1.916 -2.573 -0.2 -0.1 -0.2
H 6.850 2.164 -2.815 -0.3 0.0 0.1
C 5.224 2.421 -1.405 -0.1 -0.2 0.1
H 5.808 3.064 -0.729 -0.3 -0.4 -0.3
C 3.892 2.118 -1.109 -0.1 -0.1 -0.8
H 3.402 2.475 -0.202 0.2 0.1 -0.3
C 0.796 -0.270 -2.744 -0.6 -0.4 -0.2
C 1.360 -1.539 -2.456 -0.1 0.4 -0.3
H 2.226 -1.626 -1.795 -0.3 0.1 -0.3
C 0.799 -2.670 -3.048 0.0 0.0 0.0
H 1.234 -3.660 -2.859 -0.2 0.5 -0.1
C -0.292 -2.540 -3.918 -0.1 0.2 0.0
H -0.706 -3.418 -4.414 0.2 0.2 0.1
C -0.862 -1.285 -4.175 -0.3 -0.1 0.1
H -1.698 -1.170 -4.869 0.2 -0.2 0.2
C -0.355 -0.154 -3.559 0.5 -0.2 0.0
H -0.772 0.843 -3.740 0.0 -0.5 -0.1
C 0.472 2.670 -2.142 -0.3 1.2 -0.4
C 0.759 3.353 -3.352 -0.6 0.3 0.5
H 1.546 2.932 -3.998 -0.5 0.6 0.0
C 0.034 4.486 -3.666 -0.1 0.3 0.1
H 0.253 4.982 -4.610 -0.3 0.1 0.3
C -0.943 4.953 -2.768 0.3 -0.1 -0.5
H -1.503 5.845 -3.049 0.1 -0.2 0.2
C -1.186 4.311 -1.549 0.1 -0.2 0.1
H -1.946 4.713 -0.863 0.5 -0.2 -0.3
C -0.466 3.161 -1.203 0.4 0.0 -0.6
H -0.582 2.686 -0.228 -0.1 0.0 -0.3
Pd 0.232 -0.445 2.940 0.1 -0.7 2.1
C -1.605 -1.279 2.169 -1.4 -0.2 -3.1
C -2.062 -1.382 0.867 0.6 0.1 2.8
H -2.107 -1.631 3.050 -0.5 -0.4 0.0
C -1.245 -0.694 -0.257 -1.1 -0.6 0.0
O -2.175 0.295 -0.774 0.7 0.4 -0.2
H -1.671 0.938 -1.308 -0.3 -0.4 0.2
C 0.040 -0.073 0.218 -2.3 -1.0 -1.9
H -1.156 -1.462 -1.056 0.8 0.5 0.3
C 0.722 0.195 1.245 1.1 0.9 -2.1
Cl -0.242 -1.420 4.926 -0.5 -0.2 1.0
Cl 2.672 0.382 3.515 0.0 0.3 -0.1
P 1.595 -2.364 2.613 0.2 0.2 0.6
C 2.499 -2.789 4.125 0.1 -0.1 -0.2
H 1.782 -3.054 4.908 0.3 0.0 -0.2
H 3.066 -1.900 4.433 -0.1 -0.5 0.0
H 3.166 -3.622 3.884 0.0 0.0 0.2
C 0.520 -3.768 2.251 0.0 -0.2 -0.1
H 0.043 -3.627 1.275 0.1 -0.1 0.2
H -0.248 -3.845 3.027 0.2 -0.1 -0.1
H 1.154 -4.661 2.240 -0.3 -0.1 0.0
C 2.811 -2.355 1.289 0.2 -0.1 -0.1
H 3.408 -1.439 1.361 -0.1 -0.3 -0.1
H 2.309 -2.416 0.316 0.1 0.0 0.2
H 3.441 -3.241 1.448 0.0 0.2 -0.3
P -3.707 -2.217 0.443 2.8 1.6 0.4
C -4.224 -3.228 1.816 -0.2 -0.3 0.1
C -3.341 -3.182 -1.016 -0.4 -0.4 -0.2
H -4.306 -2.626 2.728 0.0 -0.1 -0.2
H -3.511 -4.045 1.985 -0.1 0.2 -0.1
H -5.204 -3.655 1.573 0.1 0.0 0.1
H -2.968 -2.539 -1.820 -0.1 0.0 0.2
H -4.261 -3.678 -1.345 0.2 0.0 -0.1
H -2.582 -3.936 -0.779 -0.2 0.1 0.0
C -4.865 -0.906 0.085 -0.5 -0.2 -0.1
H -5.045 -0.316 0.989 0.0 -0.2 -0.1
H -5.805 -1.347 -0.263 0.0 0.2 0.0
H -4.430 -0.259 -0.683 -0.1 -0.2 0.1
H 1.590 0.825 1.219 0.5 0.2 0.2
C -1.971 3.799 3.954 0.2 -0.2 0.1
C -2.397 3.149 2.794 0.3 -0.4 -0.3
C -1.743 1.975 2.392 -0.4 0.5 0.7
N -0.736 1.490 3.127 0.0 0.0 -0.4
C -0.280 2.122 4.207 -0.6 0.1 0.1
C -0.901 3.270 4.677 0.2 -0.1 -0.2
H -2.459 4.708 4.295 0.0 -0.2 -0.1
H -3.230 3.509 2.189 0.2 0.0 0.3
H -2.081 1.399 1.517 0.3 0.3 0.5
H 0.558 1.631 4.701 -0.2 0.4 0.1
H -0.516 3.696 5.594 -0.2 0.2 -0.1